Record 1
{
  "formula": "C45H116O19Tl2",
  "method": "the ωB97M-V functional and the def2-TZVPD basis",
  "symbols": ["Tl", "Tl", "O", "C", "C", "O", "H", "H", "H", "H", "O", "C", "C", "O", "H", "H", "H", "H", "O", "C", "C", "O", "H", "H", "H", "H", "C", "C", "C", "O", "H", "H", "H", "H", "H", "H", "H", "H", "C", "C", "C", "O", "H", "H", "H", "H", "H", "H", "H", "H", "C", "C", "C", "O", "H", "H", "H", "H", "H", "H", "H", "H", "C", "C", "C", "O", "H", "H", "H", "H", "H", "H", "H", "H", "C", "C", "C", "O", "H", "H", "H", "H", "H", "H", "H", "H", "C", "C", "C", "O", "H", "H", "H", "H", "H", "H", "H", "H", "C", "C", "C", "O", "H", "H", "H", "H", "H", "H", "H", "H", "C", "C", "C", "O", "H", "H", "H", "H", "H", "H", "H", "H", "C", "C", "C", "O", "H", "H", "H", "H", "H", "H", "H", "H", "C", "C", "C", "O", "H", "H", "H", "H", "H", "H", "H", "H", "C", "C", "C", "O", "H", "H", "H", "H", "H", "H", "H", "H", "C", "C", "C", "O", "H", "H", "H", "H", "H", "H", "H", "H", "C", "C", "C", "O", "H", "H", "H", "H", "H", "H", "H", "H"],
  "positions_angstrom": [[-1.26678, -0.85145, 3.31715], [-1.08903, 1.99702, 0.77548], [-3.46282, -6.28851, 7.02886], [-4.61636, -6.20834, 6.86769], [-5.58640, 2.99783, 5.37941], [-6.59837, 2.63474, 4.86718], [-5.30411, -6.84748, 7.40340], [-5.22598, -5.41940, 6.31433], [-4.98461, 3.97820, 5.23135], [-4.83982, 2.16651, 6.17166], [-7.18263, 10.01640, 3.67878], [-6.88827, 11.05481, 4.20119], [-0.38317, 5.83098, 3.96889], [0.64844, 5.03487, 3.93471], [-7.25925, 12.18129, 3.92331], [-6.08766, 11.07586, 5.09642], [-1.17261, 5.67519, 3.24942], [-0.51452, 6.42659, 4.94784], [-1.20042, 0.66964, -1.36529], [-1.02999, -0.67723, -1.18425], [-0.25372, -1.04019, 0.14220], [-0.62849, -0.30619, 1.29126], [-0.39412, -1.14973, -1.93567], [-1.98998, -1.22477, -1.06264], [0.80398, -0.81070, -0.03637], [-0.33771, -2.15682, 0.16675], [1.36432, 2.18036, -3.84128], [2.09161, 1.24306, -2.96015], [3.54107, 1.63224, -2.91512], [1.49374, 1.33515, -1.68502], [0.40328, 1.79471, -4.08402], [1.98157, 2.30949, -4.70613], [1.27534, 3.12602, -3.29190], [2.00126, 0.26328, -3.41718], [4.06532, 0.91531, -2.28813], [3.75393, 2.63112, -2.57265], [3.95803, 1.52001, -3.92781], [0.51449, 1.26863, -1.85849], [3.25559, -1.83916, -0.70779], [4.59411, -2.52517, -0.67620], [4.55153, -4.03059, -0.55154], [5.31466, -2.17169, -1.82834], [3.37778, -0.76364, -0.65845], [2.71741, -2.31766, 0.09951], [2.78750, -2.17996, -1.64318], [5.14427, -2.12964, 0.23871], [5.56384, -4.40256, -0.37661], [4.24816, -4.38660, -1.55695], [3.81147, -4.30255, 0.22804], [6.25902, -2.38270, -1.70506], [6.51847, 1.31853, 4.76538], [7.79835, 2.07264, 4.70623], [7.66319, 3.55811, 4.72870], [8.64555, 1.61015, 5.76176], [5.91763, 1.52635, 5.63312], [6.70576, 0.22759, 4.79114], [5.98282, 1.47358, 3.84264], [8.27834, 1.65370, 3.77066], [7.41776, 3.92944, 3.76017], [8.66760, 3.97067, 4.98259], [6.96388, 3.85376, 5.47239], [8.46864, 2.15086, 6.52352], [-0.13752, -1.15667, -6.05050], [0.68226, -2.40728, -5.89250], [1.56332, -2.26880, -4.66499], [-0.16060, -3.55943, -5.85316], [-0.92156, -1.33120, -6.74178], [0.48101, -0.31805, -6.35678], [-0.65348, -0.91786, -5.13516], [1.34727, -2.44353, -6.78130], [0.90746, -2.18488, -3.77040], [2.13223, -1.31076, -4.79727], [2.32841, -3.07166, -4.61443], [-0.75785, -3.54494, -5.09018], [-2.60223, -5.91643, 2.85092], [-2.14745, -4.59004, 2.29831], [-3.20806, -3.85529, 1.49101], [-1.44438, -3.76360, 3.30109], [-3.37951, -5.89090, 3.63048], [-1.77695, -6.53582, 3.27092], [-3.03183, -6.48030, 2.03072], [-1.32173, -4.84987, 1.60398], [-4.02607, -3.58619, 2.13903], [-3.38598, -4.57891, 0.68332], [-2.88027, -2.91823, 1.00057], [-2.03417, -3.70540, 4.07033], [-6.31965, 2.36136, -0.18145], [-5.00149, 2.43523, 0.69264], [-4.69367, 1.03135, 1.25597], [-3.92015, 2.97349, -0.01201], [-6.26579, 1.48845, -0.87350], [-6.45623, 3.25230, -0.77443], [-7.19082, 2.08764, 0.38107], [-5.05765, 3.16453, 1.52326], [-4.24424, 0.44846, 0.45907], [-5.61124, 0.57328, 1.59225], [-3.99513, 1.08968, 2.07248], [-3.70530, 2.46679, -0.85931], [7.68859, 0.51139, -1.48238], [7.79233, -0.11270, -0.12188], [6.69565, 0.32391, 0.89618], [7.73450, -1.51419, -0.27451], [7.88999, 1.58366, -1.50238], [6.71711, 0.31500, -1.82694], [8.40344, 0.13786, -2.20543], [8.78945, 0.19564, 0.23896], [6.63647, 1.44150, 0.87400], [6.77735, -0.01547, 1.90870], [5.67528, 0.00770, 0.58112], [7.22812, -1.90587, 0.43411], [-2.98180, 1.86782, -4.51983], [-3.85627, 2.15581, -3.32743], [-5.34014, 2.09198, -3.68382], [-3.66222, 1.29590, -2.21380], [-1.96482, 1.66495, -4.22750], [-2.96375, 2.75202, -5.18102], [-3.32186, 0.95785, -5.01159], [-3.62183, 3.17312, -2.98684], [-5.59424, 2.89121, -4.42880], [-5.99059, 2.22840, -2.80164], [-5.52811, 1.09708, -4.12560], [-2.66964, 1.16633, -1.98702], [-1.37230, 5.61985, 0.20992], [-1.99159, 5.44445, -1.15041], [-1.76299, 6.71528, -2.00865], [-1.40307, 4.32490, -1.75472], [-1.39497, 4.70394, 0.74837], [-1.80423, 6.44588, 0.83307], [-0.33560, 5.87880, 0.07236], [-3.06785, 5.21867, -1.18227], [-1.96816, 6.52052, -3.09247], [-0.78170, 7.14013, -1.85465], [-2.48988, 7.48577, -1.64843], [-0.43848, 4.42177, -1.70461], [-6.17467, -4.60929, -1.76584], [-5.89803, -3.59278, -2.90669], [-5.13225, -2.36525, -2.40820], [-5.04632, -4.22870, -3.91470], [-5.14399, -4.90558, -1.36455], [-6.67785, -5.51421, -2.05979], [-6.64599, -4.16869, -0.89126], [-6.85581, -3.31146, -3.33325], [-5.31364, -1.49972, -3.13702], [-4.05560, -2.49276, -2.25682], [-5.50269, -2.04026, -1.44285], [-5.56016, -4.90136, -4.40828], [2.54424, 1.63260, 2.05493], [2.52944, 3.10571, 1.48562], [3.89339, 3.58088, 1.19461], [1.59307, 3.27771, 0.38697], [3.13809, 1.55627, 2.94450], [3.04029, 0.85573, 1.41448], [1.48799, 1.32907, 2.26230], [1.97009, 3.62234, 2.21905], [3.85789, 4.53745, 0.62484], [4.35711, 2.83435, 0.53268], [4.61114, 3.71135, 2.03512], [1.85910, 2.75035, -0.36806], [3.22500, -2.53412, 4.78393], [2.48444, -1.62750, 3.79892], [1.64259, -2.42997, 2.83777], [1.56703, -0.69926, 4.52841], [2.45379, -3.23265, 5.22618], [3.65444, -2.07458, 5.64347], [4.09105, -3.00051, 4.32251], [3.14267, -1.04569, 3.18184], [0.93139, -2.99103, 3.44154], [2.29171, -3.15068, 2.40678], [1.05280, -1.91588, 2.09966], [1.77016, 0.25796, 4.49108], [-2.18024, -6.41391, -3.49604], [-2.05493, -5.04395, -2.83938], [-0.60131, -4.82575, -2.42422], [-2.34182, -3.93810, -3.69343], [-3.17684, -6.76896, -3.54060], [-1.56591, -7.17049, -2.94490], [-1.68207, -6.41391, -4.50068], [-2.73666, -5.10647, -1.97682], [-0.17370, -5.74577, -2.02172], [-0.50763, -4.00323, -1.71387], [0.00703, -4.63984, -3.32248], [-3.25384, -3.95885, -4.00183]],
  "mulliken_charge": [1.27, 1.33, -0.36, -0.08, 0.06, -0.36, 0.26, 0.18, 0.21, 0.10, -0.37, -0.01, -0.03, -0.43, 0.19, 0.18, 0.18, 0.26, -0.69, 0.88, 0.72, -1.50, -0.70, -0.66, -0.74, 0.06, -1.87, 2.25, -1.59, 1.14, 0.19, 0.66, 0.13, -1.00, 0.03, 0.40, 0.48, -0.62, 0.39, 1.53, -1.58, -0.61, -0.42, -0.27, -0.34, -0.30, 0.46, 0.34, 0.25, 0.44, -0.96, 0.70, -1.50, -0.56, 0.47, 0.32, 0.02, 0.05, 0.40, 0.39, 0.38, 0.34, -1.07, 0.31, -0.37, -0.59, 0.41, 0.47, -0.03, 0.33, -0.51, 0.45, 0.31, 0.27, -1.45, 0.73, -0.84, -0.39, 0.31, 0.37, 0.40, 0.04, 0.38, 0.12, 0.03, 0.31, -1.40, 0.49, -0.88, -0.10, 0.09, 0.39, 0.52, 0.27, 0.05, 0.59, 0.04, -0.12, -1.40, 0.78, -1.02, -0.62, 0.41, 0.17, 0.37, 0.19, 0.38, 0.47, -0.06, 0.35, -1.04, 1.61, -1.37, -0.04, -0.18, 0.47, 0.33, -0.45, 0.36, 0.17, 0.26, -0.01, -1.07, 0.66, -1.61, -0.20, -0.10, 0.40, 0.42, 0.20, 0.35, 0.33, 0.41, 0.13, -1.24, 0.37, -0.26, -0.56, 0.12, 0.39, 0.38, 0.35, -0.03, -0.17, 0.38, 0.25, 0.06, -0.21, -1.29, -0.19, 0.81, -0.30, -0.42, 0.40, 0.32, 0.12, 0.36, 0.11, -1.58, 1.30, -0.15, -0.54, 0.31, 0.46, 0.38, -0.08, 0.26, 0.42, -0.97, 0.29, -1.69, 1.85, -1.28, -0.42, 0.39, 0.40, 0.32, -0.48, 0.50, -0.08, 0.34, 0.23],
  "charge": 0,
  "homo_ev": -7.4,
  "lumo_ev": -0.2,
  "energy_ev": -96828.3351
}

***

Record 2
{
  "formula": "C21H30N2O3",
  "method": "the ωB97M-V functional and the def2-TZVPD basis",
  "symbols": ["C", "C", "O", "C", "C", "C", "C", "C", "C", "H", "H", "H", "N", "C", "O", "C", "N", "C", "O", "C", "C", "C", "C", "C", "C", "H", "H", "H", "H", "H", "H", "H", "H", "H", "H", "H", "H", "C", "H", "H", "C", "C", "H", "H", "H", "C", "H", "H", "H", "H", "H", "H", "H", "H", "H", "H"],
  "positions_angstrom": [[-6.06623, 2.40475, -1.10145], [-4.81385, 2.09322, -0.56291], [-4.72030, 2.15046, 0.67439], [-3.62249, 1.59828, -1.44118], [-2.26083, 1.37168, -1.02638], [-1.15958, 1.02779, -1.56751], [-1.27870, 0.88285, -2.86329], [-2.69151, 0.80882, -3.55993], [-3.74522, 1.23117, -2.76646], [-4.72604, 1.50358, -3.26754], [-2.89577, 0.62748, -4.39753], [-0.59294, 0.23818, -3.49398], [0.05915, 0.83468, -1.12356], [1.02811, 0.23686, -1.33167], [1.25243, -0.33776, -2.58962], [2.28807, 0.29181, -0.22911], [1.93940, -0.68157, 0.56647], [1.08531, -0.51034, 1.70738], [0.32543, 0.45359, 1.79645], [0.77660, -1.69298, 2.72857], [2.10595, -2.38865, 3.16400], [1.79710, -3.41360, 4.39206], [0.91536, -4.55661, 3.58506], [-0.28001, -3.91262, 3.04171], [-0.12280, -3.12289, 1.84302], [0.50660, -3.23050, 1.03091], [-0.82239, -2.36163, 1.36896], [-0.97849, -4.87138, 2.41147], [-0.86199, -3.55201, 3.75308], [0.74703, -5.24972, 4.19241], [1.51642, -5.05900, 2.71517], [2.71555, -3.92957, 4.51055], [1.11186, -3.03163, 5.03087], [2.81579, -2.65264, 2.33020], [2.67953, -1.48392, 3.69660], [-0.00316, -1.40702, 3.55346], [2.17363, -1.86413, 0.35617], [3.58422, 0.13285, -0.74416], [3.42206, -0.71008, -1.76260], [4.20097, -0.64486, -0.01211], [4.34073, 1.39881, -1.33052], [4.87677, 2.10559, 0.11832], [5.50030, 1.41060, 0.56825], [5.53656, 2.92734, -0.51809], [3.99040, 2.28799, 0.44743], [3.45099, 2.15819, -2.43227], [2.68760, 2.63950, -1.88782], [4.14377, 3.02405, -2.84054], [3.07516, 1.35668, -3.16490], [5.30434, 0.80902, -1.74832], [2.13608, 1.11637, 0.20687], [-0.08158, 1.01710, 0.04655], [-2.41580, 1.55702, 0.14074], [-5.90889, 3.22030, -1.92185], [-6.47308, 1.58748, -1.60714], [-6.80637, 2.80598, -0.20042]],
  "mulliken_charge": [-1.22, 0.79, -0.62, -0.50, 0.40, 0.73, -0.13, -1.59, -0.18, 0.17, 0.75, 0.31, 0.30, 0.00, -0.81, -0.81, 0.18, 0.14, -0.73, -0.39, -0.43, -0.99, -0.84, -0.51, -0.86, 0.44, 0.37, 0.22, 0.42, 0.63, 0.31, 0.37, 0.50, 0.31, 0.23, 0.31, 0.40, -0.79, 0.26, 0.13, -0.02, -1.09, 0.32, 0.26, 0.48, -1.03, 0.29, 0.40, 0.23, 0.26, 1.33, 0.12, 0.19, 0.31, 0.38, 0.29],
  "charge": 0,
  "relative_energy_kj_mol": 1849.0,
  "homo_ev": -8.5,
  "lumo_ev": 0.0,
  "energy_ev": -31369.7497
}